Here is C63H140As5F30N7 as an isolated structure from the Open Molecules 2025 dataset. Energies are from the ωB97M-V functional and the def2-TZVPD basis.

Properties
lowest unoccupied orbital energy = -2.9 eV
charge = +2
maximum force = 5.12 eV/Å
molar mass = 1940.41 g/mol

XYZ file:
```
245
C63H140As5F30N7 (the ωB97M-V functional and the def2-TZVPD basis)
C 20.570 10.442 17.221
F 12.359 19.061 15.627
C 33.127 14.876 15.035
C 18.181 6.553 13.314
H 21.940 12.125 17.252
F 17.626 11.743 16.239
H 19.542 17.502 14.848
F 20.332 23.983 13.001
C 12.974 13.891 16.064
H 13.787 11.215 17.123
H 31.357 13.051 12.665
H 16.067 16.126 11.746
H 22.753 20.752 11.857
H 21.101 16.661 20.554
H 33.947 14.583 15.655
H 30.230 13.451 14.853
H 17.407 19.947 11.639
H 8.573 14.332 12.531
H 16.976 21.200 15.169
C 13.898 22.631 12.919
H 22.957 18.208 13.472
C 22.389 21.939 15.318
C 21.272 11.613 16.484
C 18.122 16.090 12.068
C 15.956 21.127 14.736
F 19.700 19.978 15.654
F 17.318 22.279 12.185
H 19.371 8.700 16.712
H 14.101 23.699 13.012
H 22.628 17.111 22.335
H 9.731 14.271 16.916
H 24.780 19.698 20.801
C 21.138 10.324 14.302
C 22.853 16.231 19.208
H 13.236 14.948 15.984
H 15.450 21.379 18.553
H 23.187 16.794 18.353
H 15.963 18.174 10.335
H 23.637 18.488 22.327
H 18.529 19.109 13.669
H 15.570 20.142 14.889
F 17.506 11.155 13.879
F 16.905 13.445 13.240
H 26.315 23.969 12.256
N 20.532 9.034 14.900
H 21.265 14.940 15.069
H 23.686 20.948 21.096
C 24.740 22.567 15.086
H 13.383 20.952 14.354
H 29.464 14.493 13.605
H 24.746 20.856 13.356
C 21.535 7.956 15.018
H 15.858 23.653 14.227
H 19.027 16.322 11.513
F 17.252 14.134 15.554
F 17.759 18.995 16.999
F 19.112 19.405 18.951
N 22.398 18.331 20.658
C 14.531 21.720 16.654
As 17.285 12.636 14.736
C 21.814 17.163 19.850
H 22.299 15.406 18.757
As 19.419 19.692 17.320
C 29.459 15.651 15.911
H 29.713 16.330 16.734
H 10.181 15.158 12.363
H 21.270 16.661 15.488
H 28.623 16.069 15.348
C 19.500 8.509 13.873
C 13.606 13.449 17.371
H 22.884 10.405 15.536
H 17.784 7.829 14.898
F 19.298 21.680 13.614
F 26.797 16.260 17.045
H 17.422 23.275 15.873
C 22.047 11.081 15.307
H 32.157 17.778 15.403
H 13.429 13.391 15.209
C 11.269 12.173 16.214
H 15.465 23.955 18.164
C 21.539 15.920 14.731
C 20.674 16.378 13.510
F 26.582 17.564 14.866
H 17.607 18.040 10.041
H 31.640 14.765 12.372
C 19.800 9.521 16.162
C 24.275 23.424 12.364
H 24.852 15.407 19.609
C 16.143 23.285 17.655
N 18.231 17.035 13.261
H 18.858 9.373 13.657
F 19.843 22.214 11.351
H 25.215 17.514 20.551
F 18.409 24.159 11.442
C 9.634 14.267 12.686
H 22.846 24.005 13.862
H 30.510 18.044 15.906
C 9.691 14.027 14.175
F 18.702 21.299 17.462
H 24.356 22.656 11.613
H 9.091 14.678 14.787
H 25.137 21.973 19.540
C 31.568 14.007 13.181
H 16.517 21.215 17.168
H 20.523 15.561 12.800
C 16.524 23.843 16.313
H 17.860 7.072 12.473
H 13.280 14.070 18.223
H 17.048 23.258 18.328
H 23.870 24.297 11.808
H 23.725 18.705 11.919
H 12.702 22.795 11.181
H 11.667 14.932 14.383
H 16.146 17.333 13.581
H 26.759 23.211 14.823
H 31.821 19.009 13.279
C 16.899 17.972 10.847
H 25.447 24.785 13.480
H 21.023 17.157 12.871
H 23.609 14.858 20.834
F 25.720 19.428 16.052
H 21.842 19.854 22.002
F 18.944 12.973 14.462
H 16.714 24.924 16.268
H 11.245 14.407 17.929
C 16.967 16.488 11.293
F 15.657 12.505 15.058
H 12.868 22.536 14.810
H 23.734 20.099 14.569
H 20.478 12.342 16.289
C 13.707 22.000 14.376
H 25.005 21.817 15.806
H 33.382 15.810 14.568
F 12.330 16.756 14.661
H 11.924 11.724 15.460
C 13.282 11.967 17.736
C 31.135 19.191 14.157
H 23.568 18.656 18.972
H 21.692 20.448 13.280
H 14.024 20.731 16.611
H 21.415 21.929 14.825
F 18.217 23.813 13.937
H 19.762 10.807 17.854
C 12.666 22.340 12.123
H 24.425 23.480 15.615
H 19.196 6.897 15.312
H 25.055 16.470 21.946
N 23.484 22.108 14.352
C 23.960 15.755 20.166
C 10.813 14.560 16.931
H 32.747 12.803 14.435
H 22.105 19.738 19.252
H 29.160 14.764 16.407
C 17.001 16.894 14.106
H 31.460 16.562 13.499
H 19.457 18.447 12.435
N 11.485 13.634 16.000
H 21.306 17.641 19.009
C 15.467 23.511 15.237
H 13.689 22.413 16.870
C 17.287 18.957 11.974
H 20.251 10.947 14.133
C 30.396 14.261 14.152
H 32.077 16.048 16.630
H 16.819 15.831 14.188
C 25.572 23.798 13.036
H 18.919 5.925 12.899
H 16.498 18.904 12.693
H 9.976 13.450 12.153
H 17.339 5.832 13.504
F 24.640 17.230 16.378
As 18.926 23.024 12.537
C 31.155 17.945 15.056
N 30.623 15.422 15.026
H 11.781 22.683 12.673
H 22.197 22.786 12.742
H 22.519 11.859 14.728
H 26.442 21.802 13.949
C 18.441 18.412 12.812
C 11.782 11.686 17.557
H 11.779 13.266 13.948
C 25.955 22.797 14.198
H 25.046 20.556 18.288
H 18.901 9.997 15.769
F 14.585 18.542 16.671
H 20.475 19.468 20.784
C 23.725 20.767 13.756
H 17.124 17.421 15.027
C 18.681 7.400 14.463
H 20.026 8.240 12.940
As 13.407 17.691 15.656
C 23.335 17.631 21.704
C 23.999 20.251 20.280
H 30.144 19.346 13.713
H 23.672 21.671 18.616
H 14.721 13.625 17.242
As 26.246 17.809 16.571
H 21.921 7.766 14.050
H 21.254 9.732 17.704
H 20.900 18.310 22.087
H 29.686 16.848 13.769
C 22.861 18.836 12.518
H 33.752 13.637 13.403
F 20.920 20.428 17.579
C 30.740 16.746 14.249
F 27.842 18.416 16.843
H 16.970 16.015 10.328
H 21.562 9.937 13.379
H 11.216 12.165 18.345
H 12.570 21.272 11.980
H 22.305 8.399 15.699
C 15.703 21.842 17.584
H 16.111 21.380 13.665
F 20.127 18.197 17.143
H 9.253 12.981 14.329
C 23.004 19.313 19.722
C 32.848 13.792 13.994
H 10.251 11.925 16.101
H 11.597 10.634 17.610
H 22.492 21.006 15.810
C 19.385 16.632 14.176
N 14.973 22.069 15.253
H 18.994 15.852 14.792
F 14.236 18.225 14.225
C 24.528 21.161 19.098
H 13.612 11.777 18.819
F 25.953 18.164 18.255
C 21.321 19.064 21.427
H 22.012 18.364 11.950
H 18.301 15.083 12.478
C 24.456 16.907 21.075
H 31.517 14.387 16.547
F 14.467 16.426 15.708
C 31.905 15.194 15.939
H 31.573 20.000 14.643
H 22.413 22.744 16.067
H 14.764 22.176 12.476
C 22.674 20.304 12.847
H 22.562 15.946 14.422
H 14.576 24.148 15.385
H 21.093 7.012 15.401
C 11.200 13.966 14.557
F 12.713 17.110 17.112
C 23.072 23.149 13.259
H 10.862 15.608 16.635
```

Here are the Löwdin charges for atoms 1 to 5, given in e:
1 C -0.12
2 F -0.22
3 C -0.14
4 C -0.09
5 H 0.13